1.
A molecular structure, C43H56CoN3O4P3Se2 in a non-equilibrium geometry, computed with wB97M-V/def2-TZVPD.

Total charge: +1
Orbital gap (alpha / beta): 4.55 / 4.56 eV
HOMO energy (alpha / beta): -0.3538 / -0.3538 Eh

Positions of all 112 atoms, in Å:
Co -0.482 -0.007 0.179
Se 2.492 5.577 1.388
P 1.624 5.490 -0.551
C 2.897 5.618 -1.826
C 2.872 6.655 -2.757
C 3.975 6.876 -3.575
C 5.098 6.072 -3.460
C 5.119 5.027 -2.539
C 4.028 4.802 -1.719
C 0.462 6.832 -0.889
C -0.386 6.770 -1.994
C -1.219 7.840 -2.291
C -1.206 8.974 -1.488
C -0.334 9.054 -0.406
C 0.506 7.986 -0.108
C 0.844 3.858 -0.713
C -0.219 3.122 -0.193
N 0.016 1.824 -0.564
N 1.164 1.770 -1.243
N 1.673 2.963 -1.331
P -1.848 3.449 0.458
Se -2.889 1.557 0.494
C -1.908 4.359 2.005
C -2.570 3.843 3.120
C -2.641 4.595 4.284
C -2.064 5.860 4.333
C -1.424 6.380 3.215
C -1.350 5.634 2.049
C -2.701 4.454 -0.769
C -3.692 5.354 -0.370
C -4.427 6.038 -1.331
C -4.187 5.811 -2.680
C -3.215 4.895 -3.076
C -2.475 4.212 -2.125
H 2.006 7.295 -2.850
H 3.955 7.687 -4.295
H 5.965 6.264 -4.081
H 5.997 4.396 -2.452
H 4.045 3.999 -0.994
H -0.376 5.897 -2.635
H -1.871 7.795 -3.157
H -1.869 9.804 -1.713
H -0.300 9.954 0.202
H 1.197 8.036 0.727
H -3.042 2.871 3.070
H -3.151 4.195 5.153
H -2.126 6.446 5.242
H -0.987 7.373 3.244
H -0.863 6.044 1.177
H -3.892 5.516 0.686
H -5.197 6.738 -1.023
H -4.769 6.335 -3.429
H -3.038 4.710 -4.129
H -1.732 3.485 -2.438
C 0.442 0.221 4.595
C 0.581 1.210 3.442
C 1.236 2.500 3.876
O -0.713 1.487 2.875
C 1.409 0.488 2.359
O 2.615 0.573 2.341
O 0.723 -0.334 1.551
H -0.141 0.663 5.412
H 1.428 -0.037 4.977
H -0.048 -0.696 4.255
H 0.751 2.892 4.776
H 1.151 3.248 3.083
H 2.295 2.328 4.071
H -1.391 1.134 3.458
C -1.087 -2.198 -2.674
C -1.449 -2.992 -1.398
C -2.379 -4.150 -1.753
P -2.006 -1.856 -0.064
C -3.817 -1.558 -0.218
C -4.123 -0.955 -1.605
C -4.752 -2.726 0.105
C -1.704 -2.708 1.547
C -1.961 -4.215 1.611
C -2.415 -1.939 2.669
H -0.423 -2.793 -3.306
H -0.581 -1.261 -2.454
H -1.986 -1.974 -3.256
H -0.530 -3.400 -0.980
H -3.275 -3.800 -2.267
H -2.681 -4.745 -0.891
H -1.848 -4.810 -2.442
H -4.004 -0.784 0.524
H -4.147 -1.732 -2.375
H -3.388 -0.199 -1.900
H -5.103 -0.472 -1.589
H -4.642 -3.552 -0.597
H -5.784 -2.366 0.032
H -4.612 -3.107 1.117
H -0.632 -2.556 1.686
H -3.013 -4.471 1.481
H -1.648 -4.577 2.595
H -1.376 -4.757 0.865
H -3.486 -2.161 2.698
H -2.301 -0.858 2.545
H -1.992 -2.216 3.637
C 3.155 -2.509 -0.004
C 3.349 -2.064 -1.459
C 2.224 -1.063 -1.615
O 1.128 -1.565 -0.776
C 1.651 -2.613 0.077
H 3.514 -1.740 0.685
H 3.636 -3.460 0.222
H 3.230 -2.913 -2.140
H 4.318 -1.596 -1.642
H 1.851 -0.946 -2.631
H 2.533 -0.101 -1.251
H 1.317 -3.578 -0.319
H 1.260 -2.478 1.080


2.
A molecular structure, C6H12N2O2 in a non-equilibrium geometry, computed with wB97M-V/def2-TZVPD.

Orbital gap (alpha / beta): 8.91 / 8.91 eV
ΔE to the lowest compared entry with this formula, charge and spin: 363.2 kJ/mol
HOMO energy (alpha / beta): -0.3016 / -0.3016 Eh

Positions of all 22 atoms, in Å:
C 0.209 0.601 0.386
C 1.144 1.733 0.052
C -0.672 0.863 1.583
C -1.499 -1.160 -0.587
C 1.115 -0.917 0.158
C -0.461 -0.075 -0.760
N 1.197 -1.628 1.319
O -0.571 -0.132 -3.036
N -0.444 0.644 -1.873
O 1.888 -1.145 -0.743
H -0.548 0.526 -3.742
H 0.512 -1.552 2.049
H 1.985 -2.246 1.426
H 0.568 2.598 -0.281
H -0.082 1.274 2.402
H 1.784 1.470 -0.790
H 1.773 1.960 0.914
H -1.469 1.558 1.299
H -1.173 -0.028 1.956
H -2.423 -0.848 -1.070
H -1.693 -1.449 0.444
H -1.140 -2.048 -1.106


3.
A molecular structure, C24H33AuCl2N4O3 in a non-equilibrium geometry, computed with wB97M-V/def2-TZVPD.

Spin multiplicity: 3
Orbital gap (alpha / beta): 7.65 / 6.53 eV
<S²>: 2.01
HOMO energy (alpha / beta): -0.2732 / -0.2706 Eh

Positions of all 67 atoms, in Å:
O -2.613 -0.825 -3.919
C -1.907 0.159 -3.960
C -0.439 0.256 -4.345
C 0.706 0.020 -3.560
H 0.648 -0.115 -2.455
C 1.981 0.097 -4.147
H 2.899 -0.171 -3.630
C 2.125 0.361 -5.528
H 3.089 0.346 -6.051
C 0.986 0.731 -6.252
H 1.026 1.048 -7.281
C -0.287 0.631 -5.666
H -1.214 0.844 -6.216
H -2.247 1.125 -3.590
C -2.917 1.406 -1.284
C -1.390 1.305 -1.230
H -3.246 2.241 -1.904
H -3.204 1.589 -0.246
H -3.497 0.518 -1.660
C -0.526 2.271 -1.719
C -0.632 3.649 -1.134
H 0.319 2.148 -2.446
H -1.117 4.337 -1.838
H 0.376 4.031 -0.920
H -1.189 3.603 -0.178
Au -0.413 0.535 0.381
Cl 1.592 1.774 0.684
Cl -1.686 2.086 1.740
C 2.257 0.194 3.294
O 2.477 -1.005 3.400
N 1.338 0.879 4.017
C 0.574 0.188 5.030
C 1.225 2.328 3.952
H 2.814 0.851 2.591
H 0.299 -0.807 4.668
H -0.321 0.773 5.244
H 1.148 0.082 5.962
H 1.573 2.663 2.971
H 1.825 2.812 4.741
H 0.178 2.614 4.066
H -3.378 -2.883 1.856
H -3.366 -4.064 -1.227
C -4.070 -2.442 1.121
C -3.809 -3.056 -1.321
N -3.413 -2.242 -0.170
H -4.470 -1.490 1.518
C -2.411 -1.408 -0.253
O -2.082 -0.785 0.808
H -3.437 -2.565 -2.235
H -1.913 -1.248 -1.241
H -4.884 -3.133 0.943
H -4.901 -3.133 -1.323
N 1.072 -3.415 1.475
C 0.247 -2.360 1.639
N 0.584 -1.408 0.757
C 1.726 -1.815 0.074
C 2.465 -1.184 -0.930
C 3.488 -1.924 -1.543
C 3.697 -3.294 -1.204
C 2.936 -3.928 -0.176
C 2.002 -3.128 0.473
H 1.057 -4.246 2.055
H -0.541 -2.318 2.397
H 2.291 -0.120 -1.092
H 4.104 -1.480 -2.326
H 4.416 -3.878 -1.790
H 3.096 -4.966 0.153


4.
6 unconnected molecules or ions with the total composition C44H98N6O6 in a non-equilibrium geometry, computed with wB97M-V/def2-TZVPD.

Structure (SMILES): CC1(C)CCCC(C)(C)N1O.CC1(C)CCCC(C)(C)N1O.CC1(C)CCCC(C)(C)N1O.CC1(C)CCCC(C)(C)N1O.COC[C@H](C)N.COC[C@H](C)N
Orbital gap: 8.56 eV
ΔE to the lowest compared entry with this formula, charge and spin: 592.7 kJ/mol
HOMO energy: -0.2970 Eh

Positions of all 154 atoms, in Å:
C -1.180 -2.507 1.188
C -0.353 -3.078 2.315
C -0.886 -2.680 3.661
O -0.264 -3.022 4.854
C 0.692 -2.118 5.450
N -0.278 -4.514 2.379
H -1.131 -1.419 1.239
H -2.185 -2.873 1.400
H -0.887 -2.813 0.184
H 0.618 -2.585 2.348
H -1.909 -3.057 3.650
H -0.927 -1.591 3.688
H 0.153 -1.195 5.662
H 1.455 -1.852 4.718
H 1.185 -2.547 6.322
H -0.020 -4.769 3.322
H 0.446 -4.846 1.758
C 1.612 0.642 1.238
C 2.596 -0.529 0.910
C 1.985 -1.337 -0.318
O 1.534 -0.516 -1.402
C 0.146 -0.209 -1.477
N 3.876 -0.017 0.393
H 0.660 0.151 1.438
H 1.471 1.243 0.340
H 1.826 1.399 1.993
H 2.881 -1.027 1.836
H 1.344 -2.129 0.070
H 2.761 -1.971 -0.746
H -0.395 -1.141 -1.642
H -0.172 0.324 -2.373
H -0.450 0.303 -0.722
H 3.759 0.334 -0.547
H 3.945 0.802 0.980
C -3.351 2.031 0.951
C -3.824 3.298 0.282
C -4.029 3.133 -1.249
C -5.347 2.476 -1.661
C -6.553 3.187 -0.963
C -6.462 3.498 0.613
N -5.073 3.919 0.906
O -4.865 4.247 2.189
C -7.491 4.617 0.869
C -6.929 2.156 1.301
C -2.642 4.270 0.427
H -4.167 1.323 0.809
H -3.087 2.120 2.005
H -2.518 1.536 0.452
H -3.807 4.056 -1.784
H -3.144 2.570 -1.547
H -5.417 1.449 -1.305
H -5.589 2.610 -2.715
H -7.386 2.493 -1.068
H -6.807 4.082 -1.530
H -8.478 4.382 0.471
H -7.573 4.657 1.956
H -7.135 5.569 0.475
H -6.291 1.382 0.874
H -6.607 2.212 2.341
H -8.001 2.017 1.438
H -1.851 3.939 -0.246
H -2.259 4.359 1.444
H -2.929 5.278 0.130
H -5.190 5.142 2.306
C 5.627 -1.486 -7.257
C 4.556 -0.496 -6.838
C 3.147 -1.183 -6.519
C 3.010 -1.478 -5.084
C 3.427 -0.453 -4.167
C 4.870 0.177 -4.513
N 4.850 0.593 -5.886
O 6.073 1.256 -6.215
C 4.797 1.562 -3.719
C 6.007 -0.732 -3.887
C 4.096 0.353 -8.138
H 5.929 -2.052 -6.376
H 6.472 -0.963 -7.706
H 5.296 -2.203 -8.008
H 2.243 -0.575 -6.507
H 3.079 -2.171 -6.976
H 3.538 -2.382 -4.781
H 1.996 -1.786 -4.830
H 3.481 -0.933 -3.189
H 2.567 0.215 -4.120
H 4.440 1.379 -2.705
H 5.687 2.186 -3.636
H 4.034 2.187 -4.182
H 6.036 -0.719 -2.798
H 5.757 -1.723 -4.266
H 6.942 -0.446 -4.369
H 3.321 1.010 -7.745
H 3.812 -0.387 -8.887
H 4.915 0.887 -8.621
H 5.723 1.917 -6.817
C -0.609 -5.979 -0.563
C -0.684 -6.422 -2.086
C -1.040 -5.149 -2.843
C 0.005 -4.132 -3.221
C 1.187 -4.882 -3.893
C 1.698 -5.984 -2.925
N 0.592 -6.913 -2.515
O 0.957 -8.041 -1.759
C 2.597 -6.861 -3.732
C 2.341 -5.462 -1.687
C -1.914 -7.425 -2.374
H -0.014 -6.599 0.108
H -1.607 -5.979 -0.126
H -0.379 -4.941 -0.323
H -1.450 -5.458 -3.805
H -1.900 -4.667 -2.378
H 0.395 -3.568 -2.373
H -0.345 -3.269 -3.787
H 2.083 -4.332 -4.181
H 0.849 -5.380 -4.802
H 3.254 -7.353 -3.015
H 2.001 -7.495 -4.390
H 3.335 -6.312 -4.316
H 3.116 -4.752 -1.977
H 1.730 -4.867 -1.008
H 2.702 -6.291 -1.080
H -2.102 -8.120 -1.556
H -1.813 -7.993 -3.298
H -2.897 -6.995 -2.570
H 0.829 -8.664 -2.478
C -0.988 2.917 4.816
C -0.002 4.040 5.117
C -0.356 5.275 4.273
C -1.503 6.136 4.784
C -1.248 6.395 6.332
C -0.922 5.169 7.316
N 0.036 4.375 6.507
O 0.571 3.245 7.201
C -0.393 5.888 8.580
C -2.184 4.429 7.606
C 1.360 3.553 4.542
H -1.937 3.138 5.305
H -0.529 1.978 5.127
H -1.222 2.776 3.761
H 0.555 5.860 4.146
H -0.462 4.991 3.226
H -2.398 5.526 4.660
H -1.627 7.111 4.312
H -2.138 6.812 6.802
H -0.677 7.285 6.593
H 0.036 5.221 9.327
H 0.492 6.433 8.251
H -1.037 6.450 9.257
H -2.011 3.418 7.975
H -2.902 4.984 8.210
H -2.659 4.355 6.627
H 1.974 4.447 4.657
H 1.348 3.296 3.482
H 1.743 2.670 5.052
H 1.332 3.691 7.578


Listing calculated total energy for the structures above in their given order: -254339.820, -13488.662, -66259.497, -68431.177 eV.